C44H52As2BrMnN5O2 | ωB97M-V/def2-TZVPD

Each line ends with the Löwdin charge.
CARTESIAN COORDINATES (ANGSTROEM)
Br 0.240 -12.967 0.914  0.708
As -2.270 1.947 0.585  1.225
As -0.175 0.111 2.997  1.222
Mn 0.646 -0.044 0.781  0.320
O 2.435 0.167 1.186  -0.424
O -1.316 -0.760 0.593  -0.257
N 0.708 0.085 -1.234  0.076
N 0.676 1.977 0.607  -0.035
N 0.948 -2.043 0.856  0.035
N -1.455 -6.247 0.364  0.082
N -0.476 -7.041 0.180  0.009
C 1.993 6.039 -0.220  -0.557
C -1.868 1.491 4.832  -0.127
C -1.231 -10.517 1.108  -0.137
C 0.903 2.857 1.582  -0.144
C 0.638 2.394 -5.854  -0.062
C -2.564 -4.169 0.326  -0.001
C 0.385 -0.646 -3.496  0.020
C -0.172 -2.795 0.668  -0.166
C 1.339 4.144 1.393  0.017
C -1.178 0.688 -5.854  -0.036
C -4.169 1.586 0.116  -0.306
C 1.125 0.427 4.458  -0.260
C 3.284 6.061 -1.049  -0.039
C -1.375 -4.924 0.419  -0.252
C 0.290 0.949 -5.486  -0.559
C -1.424 -9.162 0.968  -0.010
C 0.858 6.694 -1.019  -0.035
C 1.029 -10.307 0.272  -0.139
C 2.249 6.851 1.052  -0.060
C -0.015 -11.087 0.751  -0.688
C 2.116 -2.665 0.943  -0.093
C 1.351 3.714 -0.937  0.048
C -1.646 1.346 3.461  -0.363
C 3.505 0.844 0.647  -0.239
C -2.925 2.231 5.325  -0.085
C -2.496 1.994 2.557  -0.376
C 0.520 -0.868 -2.145  -0.076
C 0.456 0.678 -3.999  -0.152
C -0.973 -1.515 3.748  -0.244
C -2.574 -2.795 0.365  -0.011
C 0.754 1.391 -1.688  -0.156
C 1.118 -4.824 0.692  0.009
C -2.305 3.926 0.316  -0.302
C 0.842 -8.958 0.117  -0.020
C -3.560 2.729 3.077  -0.124
C 1.572 4.613 0.077  -0.157
C -0.395 -8.349 0.433  -0.282
C -1.383 -2.061 0.530  -0.359
C 0.916 2.392 -0.692  -0.191
C 1.203 0.021 -6.299  -0.044
C -3.787 2.847 4.435  -0.084
C 2.249 -4.043 0.844  -0.026
C -0.132 -4.213 0.607  -0.067
C 0.639 1.668 -3.070  0.058
H 1.098 7.734 -1.232  0.087
H -2.014 -11.151 1.499  0.098
H 1.640 -8.333 -0.247  0.106
H -1.328 0.831 -6.921  0.087
H 0.233 -1.489 -4.151  0.113
H 0.701 6.175 -1.962  0.080
H -3.217 4.409 0.661  0.012
H -1.828 1.378 -5.318  0.090
H 0.923 -1.022 -6.175  0.075
H 2.070 0.018 4.093  0.023
H 3.359 1.934 0.699  0.057
H -4.457 0.634 0.556  0.015
H 1.494 4.766 2.257  0.108
H -0.054 3.095 -5.395  0.082
H 3.670 0.569 -0.409  0.073
H -4.223 1.487 -0.969  0.013
H 0.849 -0.088 5.381  0.023
H 0.678 2.701 -3.369  0.099
H 2.989 -2.044 1.100  0.112
H -1.235 -1.363 4.799  0.028
H 4.415 0.599 1.213  0.072
H -2.371 -8.711 1.230  0.105
H 1.131 0.267 -7.358  0.086
H 3.573 7.088 -1.265  0.087
H -1.457 4.374 0.837  0.002
H -0.255 -2.335 3.676  0.035
H 1.178 -5.903 0.631  0.086
H 0.486 -1.890 -1.782  0.121
H -4.868 2.357 0.429  0.009
H 1.266 1.490 4.663  0.026
H 2.239 0.141 -5.985  0.093
H 1.653 2.637 -5.548  0.090
H 4.094 5.592 -0.494  0.092
H 1.355 6.928 1.665  0.085
H -2.184 4.136 -0.750  0.015
H -3.503 -2.251 0.261  0.109
H -1.471 -0.326 -5.594  0.083
H -3.074 2.326 6.391  0.103
H -4.245 3.228 2.403  0.083
H 1.979 -10.757 0.033  0.098
H 3.047 6.403 1.640  0.089
H 3.233 -4.485 0.899  0.105
H 1.557 3.983 -1.962  0.111
H -1.197 1.004 5.531  0.086
H 0.720 2.518 2.602  0.084
H -0.072 6.659 -0.456  0.087
H -4.636 3.405 4.801  0.103
H -1.873 -1.790 3.198  0.031
H 2.559 7.859 0.782  0.087
H 3.165 5.540 -1.994  0.076
H 0.570 2.520 -6.932  0.086
H -3.486 -4.717 0.198  0.111

Values from the calculation:
- charge = 0
- multiplicity = 2
- HOMO energy (alpha / beta) (eV) = -6.543 / -6.264
- DFT total energy (eV) = -281056.491
- strongest force on any atom (eV/A) = 5.1
- expectation value of S² = 0.79
- ΔE to the lowest compared entry with this formula, charge and spin (kJ/mol) = 168.81